1.
Computed, not measured: one molecule with the formula C19H26N2 at a distorted geometry, with ωB97M-V/def2-TZVPD.

```
47
Properties=species:S:1:pos:R:3:mulliken_charge:R:1
C -1.68 1.62 3.18 -1.17
C -0.64 0.71 3.84 -0.82
C 0.17 -0.23 2.92 0.50
C -0.71 -1.14 2.11 -0.88
C 0.14 -2.13 1.30 -1.12
C 1.02 -1.38 0.27 1.49
C 1.90 -2.39 -0.48 -1.99
C 0.29 -0.61 -0.82 -0.50
C 0.86 0.54 -1.34 1.60
C -0.05 1.08 -2.35 -0.05
C 0.09 2.19 -3.19 -0.38
C -0.89 2.48 -4.14 -0.86
C -2.05 1.68 -4.12 -0.53
C -2.19 0.53 -3.27 -0.99
C -1.14 0.25 -2.39 0.07
N -0.94 -0.81 -1.48 0.05
C -1.86 -1.97 -1.31 -1.02
C 2.12 1.17 -0.85 -0.84
C 2.89 0.31 0.17 -1.26
N 1.90 -0.39 1.01 0.05
C 1.17 0.54 1.94 -0.92
H -1.23 2.28 2.43 0.27
H -2.51 1.08 2.70 0.29
H -2.14 2.21 3.98 0.41
H 0.06 1.35 4.37 0.43
H -1.17 0.10 4.61 0.39
H 0.81 -0.84 3.59 0.18
H -1.41 -1.71 2.76 0.26
H -1.31 -0.50 1.45 0.28
H -0.55 -2.79 0.79 0.45
H 0.77 -2.73 1.95 0.44
H 2.62 -2.93 0.19 0.34
H 1.24 -3.13 -0.92 0.37
H 2.44 -1.94 -1.32 0.40
H 0.95 2.80 -3.10 0.49
H -0.82 3.37 -4.76 0.39
H -2.87 1.93 -4.77 0.38
H -3.08 -0.10 -3.32 0.30
H -2.64 -2.01 -2.09 0.40
H -1.29 -2.90 -1.43 0.30
H -2.38 -1.94 -0.36 0.30
H 2.76 1.44 -1.68 0.67
H 1.82 2.09 -0.38 0.33
H 3.51 -0.44 -0.34 0.37
H 3.55 0.95 0.75 0.44
H 0.58 1.26 1.35 0.35
H 1.89 1.08 2.55 0.33
```

Computed properties:
Total energy: -23105.2216 eV
E_LUMO: 0.81 eV
Gap between HOMO and LUMO: 0.2996 hartree
Energy relative to the best compared isomer or geometry (same formula, charge and spin): 0.707 eV

2.
Computed, not measured: C9H16AgCl8NiO7P as an isolated structure at a distorted geometry, with ωB97M-V/def2-TZVPD.

```
43
Properties=species:S:1:pos:R:3:lowdin_spin:R:1
Ag 2.81 -0.89 -0.74 0.07
Ni 1.56 2.23 -0.22 1.66
P 2.76 1.37 -2.48 -0.02
O 3.91 1.92 -3.31 0.44
O 3.19 1.25 -1.00 0.20
O 2.65 -0.09 -2.89 0.38
O 1.46 2.16 -2.20 0.09
C 0.33 0.10 0.16 0.00
O 0.32 -0.97 -0.54 0.01
O -0.28 1.21 0.00 0.04
O 1.47 0.26 0.75 0.11
Cl -2.04 4.22 -1.44 0.00
C -0.73 2.97 -1.61 0.00
C -1.31 1.60 -1.53 0.00
Cl -2.43 1.24 -2.87 0.00
H -0.05 3.09 -0.77 0.00
H -0.27 3.16 -2.57 0.00
H -1.84 1.44 -0.60 0.00
H -0.50 0.87 -1.57 0.00
Cl 4.28 -0.06 4.23 0.00
C 2.47 0.05 4.25 0.00
C 2.02 1.02 5.32 0.00
Cl 0.25 1.18 5.16 0.00
H 2.18 -0.98 4.40 0.00
H 2.12 0.30 3.25 0.00
H 2.52 1.98 5.21 0.00
H 2.21 0.61 6.31 0.00
Cl -1.07 -3.33 -4.99 0.00
C -0.40 -2.51 -3.50 0.00
C -0.95 -3.16 -2.25 0.00
Cl -2.74 -2.98 -2.20 0.00
H -0.77 -1.49 -3.58 0.00
H 0.68 -2.52 -3.60 0.00
H -0.52 -2.66 -1.38 0.00
H -0.72 -4.22 -2.32 0.00
Cl -1.42 -1.14 2.97 0.00
C -2.67 -0.49 1.90 0.00
C -3.01 -1.43 0.76 0.00
Cl -4.14 -2.76 1.28 0.00
H -2.16 0.36 1.44 0.00
H -3.54 -0.09 2.41 0.00
H -2.11 -1.92 0.41 0.00
H -3.54 -0.90 -0.03 0.00
```

Computed properties:
Total energy: -178436.3874 eV
E_LUMO (spin up / spin down): 1.36 / -0.35 eV
Charge: -1
Gap between HOMO and LUMO (spin up / spin down): 0.2745 / 0.2109 hartree
Spin multiplicity: 4

3.
Computed, not measured: C42H53N3Sb2Ti as an isolated structure at a distorted geometry, with ωB97M-V/def2-TZVPD.

```
101
Properties=species:S:1:pos:R:3:lowdin_spin:R:1
Ti 0.95 -0.08 0.55 0.99
C 3.54 1.00 1.84 0.00
C 2.53 0.85 2.97 0.00
N 1.14 0.93 2.47 0.00
C 0.66 2.33 2.32 0.00
C 1.18 2.98 1.04 0.00
N 1.33 1.99 -0.08 0.00
C 2.62 2.10 -0.82 0.00
C 3.47 0.84 -0.63 0.00
N 3.10 0.20 0.66 0.00
H 3.66 2.04 1.56 0.00
H 4.52 0.66 2.19 0.00
H 2.65 -0.13 3.43 0.00
H 2.72 1.60 3.74 0.00
H 0.54 0.50 3.18 0.00
H -0.43 2.32 2.30 0.00
H 0.97 2.95 3.17 0.00
H 0.48 3.76 0.75 0.00
H 2.14 3.46 1.22 0.00
H 0.59 2.22 -0.75 0.00
H 2.45 2.23 -1.88 0.00
H 3.16 2.99 -0.48 0.00
H 3.27 0.12 -1.42 0.00
H 4.53 1.10 -0.67 0.00
H 3.58 -0.69 0.71 0.00
C -0.43 -2.44 3.87 0.00
C 0.81 -2.39 3.03 0.00
C 0.72 -2.39 1.61 0.00
C 1.87 -2.69 0.85 0.00
C 1.74 -3.17 -0.58 0.00
C 3.10 -2.79 1.49 0.01
C 3.22 -2.71 2.87 0.00
C 4.54 -2.90 3.55 0.00
C 2.05 -2.53 3.62 0.01
H -0.52 -3.44 4.31 0.00
H -1.33 -2.26 3.29 0.00
H -0.40 -1.74 4.71 0.00
H -0.26 -2.56 1.18 0.00
H 2.44 -2.69 -1.26 0.00
H 0.72 -3.07 -0.95 0.00
H 1.97 -4.24 -0.60 0.00
H 3.98 -3.06 0.90 0.00
H 4.58 -3.89 4.02 0.00
H 4.67 -2.17 4.36 0.00
H 5.37 -2.83 2.86 0.00
H 2.11 -2.58 4.70 0.00
C -1.60 -1.96 -1.93 0.00
C -3.02 -1.42 -1.77 0.00
C -3.17 -0.11 -1.00 0.00
Sb -1.87 0.26 0.68 0.00
C -2.38 2.35 0.64 0.00
C -3.18 2.92 1.62 0.00
C -3.56 4.25 1.51 0.00
C -3.14 5.01 0.43 0.00
C -2.37 4.44 -0.57 0.00
C -1.99 3.11 -0.46 0.00
C -2.92 -0.33 2.43 0.00
C -2.61 0.26 3.65 0.00
C -3.30 -0.11 4.80 0.00
C -4.29 -1.08 4.72 0.00
C -4.60 -1.67 3.50 0.00
C -3.92 -1.30 2.35 0.00
Sb 0.08 -0.59 -2.21 -0.01
C 0.99 -1.62 -3.86 0.00
C 1.53 -0.85 -4.88 0.00
C 2.00 -1.47 -6.03 0.00
C 1.94 -2.85 -6.15 0.00
C 1.42 -3.62 -5.12 0.00
C 0.95 -3.01 -3.96 0.00
C -0.75 0.98 -3.40 0.00
C -1.80 0.68 -4.27 0.00
C -2.29 1.65 -5.13 0.00
C -1.73 2.93 -5.14 0.00
C -0.67 3.22 -4.29 0.00
C -0.19 2.26 -3.43 0.00
H -1.55 -2.64 -2.78 0.00
H -1.34 -2.53 -1.03 0.00
H -3.61 -2.20 -1.30 0.00
H -3.47 -1.26 -2.75 0.00
H -4.19 0.01 -0.61 0.00
H -2.96 0.74 -1.64 0.00
H -3.52 2.32 2.46 0.00
H -4.19 4.69 2.28 0.00
H -3.44 6.05 0.36 0.00
H -2.07 5.02 -1.43 0.00
H -1.46 2.65 -1.29 0.00
H -1.85 1.04 3.71 0.00
H -3.07 0.37 5.74 0.00
H -4.84 -1.36 5.61 0.00
H -5.39 -2.41 3.45 0.00
H -4.16 -1.76 1.40 0.00
H 1.56 0.23 -4.80 0.00
H 2.41 -0.86 -6.83 0.00
H 2.30 -3.32 -7.05 0.00
H 1.37 -4.69 -5.21 0.00
H 0.56 -3.63 -3.17 0.00
H -2.21 -0.32 -4.30 0.00
H -3.10 1.41 -5.80 0.00
H -2.12 3.68 -5.81 0.00
H -0.21 4.20 -4.32 0.00
H 0.66 2.50 -2.80 0.00
```

Computed properties:
Total energy: -85050.7935 eV
E_LUMO (spin up / spin down): -9.53 / -9.15 eV
Charge: +3
Gap between HOMO and LUMO (spin up / spin down): 0.2399 / 0.2538 hartree
Spin multiplicity: 2

4.
Computed, not measured: one molecule with the formula C5H4N2 at a distorted geometry, with ωB97M-V/def2-TZVPD.

```
11
Properties=species:S:1:pos:R:3:mulliken_charge:R:1
C -0.10 0.53 -2.37 0.52
C -0.16 0.64 -1.19 -0.81
C -0.26 0.76 0.21 -0.31
N -1.14 0.00 1.07 -0.57
C 0.31 -0.15 1.23 0.08
C 0.96 -1.37 0.84 0.11
N 1.48 -2.36 0.54 -0.40
H -0.03 0.60 -3.42 0.46
H -0.21 1.85 0.35 0.25
H -1.56 -0.80 0.60 0.29
H 0.71 0.29 2.13 0.37
```

Computed properties:
Total energy: -8226.2908 eV
E_LUMO: 0.87 eV
Gap between HOMO and LUMO: 0.4008 hartree
Energy relative to the best compared isomer or geometry (same formula, charge and spin): 3.203 eV

5.
Computed, not measured: a 3-piece molecular cluster, C22H40Cl2N3O6S overall, with ωB97M-V/def2-TZVPD.

```
74
Properties=species:S:1:pos:R:3:mulliken_charge:R:1
C 1.79 -0.57 1.92 -1.24
C 1.73 -1.46 0.72 0.69
Cl 1.61 -3.12 1.11 -0.12
C 1.71 -1.06 -0.56 0.09
Cl 1.59 -2.21 -1.85 -0.18
C 1.78 0.40 -0.91 -0.73
C 2.47 0.77 -2.23 -0.46
O 1.75 0.47 -3.40 -0.52
O 2.77 2.13 -2.26 -0.41
C 1.87 3.02 -1.63 2.18
C 2.43 3.49 -0.27 -1.75
N 1.68 4.17 -2.51 -0.77
C 2.58 4.64 -3.18 0.48
S 3.70 5.21 -4.07 -0.35
C 0.47 2.44 -1.53 -1.44
N 0.43 1.10 -0.83 0.43
C -0.77 0.28 -1.25 -0.68
C -1.47 -0.38 -0.07 -0.37
C -2.87 -0.86 -0.42 -1.23
C -3.80 0.19 -1.03 -1.05
C -3.89 1.52 -0.26 -0.06
N -4.09 2.65 -1.18 -0.69
H 2.29 -1.09 2.73 0.47
H 0.79 -0.32 2.27 0.27
H 2.36 0.35 1.74 0.33
H 2.40 0.85 -0.14 0.30
H 3.43 0.25 -2.25 0.44
H 1.12 -0.24 -3.27 0.38
H 2.48 4.57 -0.25 0.48
H 3.44 3.11 -0.15 0.42
H 1.81 3.16 0.57 0.29
H -0.12 3.13 -0.92 0.41
H 0.00 2.36 -2.50 0.50
H 0.27 1.29 0.16 0.69
H -1.46 0.97 -1.74 0.71
H -0.48 -0.46 -1.99 0.16
H -1.49 0.29 0.79 0.59
H -0.89 -1.26 0.24 0.04
H -3.31 -1.21 0.51 0.44
H -2.82 -1.72 -1.09 0.40
H -4.80 -0.23 -1.13 0.40
H -3.50 0.44 -2.06 0.49
H -3.02 1.67 0.38 0.11
H -4.75 1.47 0.40 0.39
H -4.81 3.28 -0.84 0.28
H -3.25 3.20 -1.30 0.17
O 4.40 -9.46 -1.37 -0.54
C 4.52 -8.34 -1.76 0.71
O 4.44 -7.33 -0.85 -0.38
C 4.71 -5.97 -1.18 -0.65
C 3.50 -5.27 -1.74 -0.51
C 4.71 -8.01 -3.22 -0.88
H 5.58 -5.89 -1.84 0.38
H 5.00 -5.52 -0.23 0.34
H 3.19 -5.71 -2.69 0.27
H 3.72 -4.21 -1.91 0.18
H 2.66 -5.35 -1.05 0.24
H 3.72 -7.97 -3.69 0.24
H 5.27 -8.82 -3.68 0.31
H 5.23 -7.08 -3.42 0.30
O -4.00 1.28 2.85 -0.57
C -4.23 2.29 3.48 0.83
O -3.19 3.00 3.94 -0.35
C -3.35 4.27 4.59 -0.41
C -3.65 4.13 6.06 -0.99
C -5.64 2.71 3.80 -1.10
H -4.10 4.87 4.07 0.37
H -2.39 4.77 4.44 0.30
H -4.60 3.63 6.23 0.28
H -3.70 5.12 6.53 0.36
H -2.87 3.55 6.55 0.31
H -5.96 2.19 4.70 0.30
H -6.29 2.41 2.98 0.31
H -5.77 3.78 3.96 0.37
```

Computed properties:
Total energy: -76090.7950 eV
E_LUMO: -2.75 eV
Charge: +1
Gap between HOMO and LUMO: 0.3270 hartree
Energy relative to the best compared isomer or geometry (same formula, charge and spin): 0.000 eV

6.
Computed, not measured: C15H17NPb as an isolated structure at a distorted geometry, with ωB97M-V/def2-TZVPD.

```
34
Properties=species:S:1:pos:R:3:mulliken_charge:R:1
C 0.05 -1.38 -1.98 -0.38
C -1.27 -1.51 -1.49 -0.61
C -1.20 -2.17 -0.23 -0.78
C 0.18 -2.45 0.04 -0.66
C 0.94 -1.96 -1.04 -0.39
Pb -0.43 0.22 0.62 0.04
C -0.94 1.85 -1.02 -1.29
C 0.46 1.99 -1.44 1.07
C 0.78 2.53 -2.67 -1.32
N 1.36 1.47 -0.56 -0.53
H -2.05 -2.42 0.42 0.42
H -2.17 -1.15 -1.98 0.38
H 0.56 -2.96 0.93 0.54
H 2.02 -2.04 -1.16 0.32
H 0.34 -0.93 -2.93 0.33
H -1.70 1.59 -1.74 0.21
H 2.33 1.53 -0.89 0.12
H -1.30 2.39 -0.12 0.09
H -0.03 2.89 -3.30 0.31
H 1.81 2.57 -2.98 0.29
C 1.32 -0.14 2.12 -1.37
C 0.58 -0.01 3.38 1.34
C 1.38 -0.26 4.50 -0.67
C 0.84 -0.17 5.79 -0.47
C -0.51 0.17 5.95 -0.29
C -1.33 0.42 4.84 -0.96
C -0.79 0.32 3.55 0.14
H 1.99 0.69 1.85 0.41
H 1.74 -1.14 1.91 0.29
H 2.42 -0.51 4.32 0.42
H 1.50 -0.36 6.63 0.31
H -0.93 0.25 6.96 0.30
H -2.39 0.69 4.98 0.34
H -1.47 0.52 2.70 0.02
```

Computed properties:
Total energy: -22561.8315 eV
E_LUMO (spin up / spin down): 5.17 / 5.17 eV
Charge: -2
Gap between HOMO and LUMO (spin up / spin down): 0.1207 / 0.1207 hartree
Energy relative to the best compared isomer or geometry (same formula, charge and spin): 0.000 eV

7.
Computed, not measured: C56H51N4ORbS2Si as an isolated structure at a distorted geometry, with ωB97M-V/def2-TZVPD.

```
116
Properties=species:S:1:pos:R:3:lowdin_spin:R:1
Rb 0.06 -0.12 0.96 0.00
C 3.72 -1.88 2.69 0.00
C 2.88 -0.77 3.26 0.00
C 1.84 -1.08 4.15 0.00
C 1.72 -2.50 4.64 0.00
C 1.00 -0.07 4.62 0.00
C -0.16 -0.39 5.53 0.00
C 1.22 1.25 4.22 0.00
C 0.36 2.35 4.78 0.00
C 2.26 1.56 3.34 0.00
C 2.43 2.98 2.87 0.00
C 3.13 0.55 2.91 0.00
C 4.37 0.88 2.12 0.00
H 4.56 -2.12 3.33 0.00
H 4.10 -1.60 1.71 0.00
H 3.13 -2.78 2.55 0.00
H 2.70 -2.89 4.90 0.00
H 1.29 -3.15 3.88 0.00
H 1.11 -2.57 5.53 0.00
H 0.13 -0.31 6.58 0.00
H -0.53 -1.40 5.35 0.00
H -0.99 0.28 5.33 0.00
H -0.52 2.50 4.16 0.00
H 0.91 3.29 4.81 0.00
H 0.05 2.13 5.79 0.00
H 2.92 3.59 3.63 0.00
H 1.46 3.42 2.64 0.00
H 3.02 3.03 1.96 0.00
H 4.20 0.79 1.05 0.00
H 5.18 0.21 2.40 0.00
H 4.71 1.89 2.33 0.00
S 3.81 4.29 -0.64 0.02
C 4.78 5.55 -1.31 0.05
C 5.40 5.16 -2.46 0.00
C 5.10 3.84 -2.82 0.05
C 4.25 3.20 -1.95 0.00
C 3.73 1.87 -1.99 0.09
C 2.86 1.41 -0.97 -0.01
N 2.35 0.22 -0.88 0.07
C 2.61 -0.68 -1.87 0.06
C 3.44 -0.32 -2.97 0.04
C 3.65 -1.28 -4.01 0.00
C 3.06 -2.49 -3.98 0.01
C 2.21 -2.87 -2.89 0.03
C 1.55 -4.08 -2.86 0.09
C 0.69 -4.39 -1.80 0.11
C 0.61 -3.43 -0.76 0.00
N 1.24 -2.29 -0.75 0.08
C 2.02 -1.96 -1.82 0.09
C -0.06 -5.61 -1.74 0.01
C -1.12 -5.96 -0.93 0.07
C -1.61 -7.25 -1.17 0.00
C -0.94 -7.90 -2.16 0.08
S 0.32 -6.93 -2.83 0.04
C 4.00 0.95 -3.01 0.03
H 4.82 6.50 -0.81 0.00
H 6.04 5.81 -3.03 0.00
H 5.51 3.37 -3.70 0.00
H 2.58 2.09 -0.17 0.00
H 4.29 -1.00 -4.84 0.00
H 3.20 -3.20 -4.78 0.00
H 1.67 -4.79 -3.67 0.01
H 0.01 -3.63 0.11 0.00
H -1.55 -5.29 -0.20 0.01
H -2.44 -7.68 -0.63 0.00
H -1.11 -8.88 -2.55 0.00
H 4.64 1.23 -3.84 0.00
C -2.83 2.32 -4.91 0.00
C -1.64 2.96 -4.61 0.00
C -1.23 3.09 -3.30 0.00
C -2.00 2.61 -2.24 0.00
C -3.17 1.93 -2.58 0.00
C -3.59 1.79 -3.88 0.00
Si -1.52 2.70 -0.40 0.00
C -0.96 4.42 0.20 0.00
C -0.29 5.38 -0.56 0.00
C 0.04 6.62 -0.03 0.00
C -0.26 6.93 1.28 0.00
C -0.88 5.97 2.07 0.00
C -1.21 4.74 1.53 0.00
H -3.17 2.24 -5.94 0.00
H -1.04 3.37 -5.41 0.00
H -0.29 3.59 -3.09 0.00
H -3.77 1.51 -1.78 0.00
H -4.52 1.28 -4.10 0.00
H -2.90 2.75 0.20 0.00
H -0.04 5.17 -1.58 0.00
H 0.53 7.36 -0.65 0.00
H -0.03 7.90 1.69 0.00
H -1.12 6.19 3.10 0.00
H -1.70 4.00 2.15 0.00
N -2.08 -1.13 -0.51 0.00
C -3.06 -1.29 -1.09 0.00
C -4.28 -1.45 -1.76 0.00
C -5.42 -0.82 -1.24 0.00
C -6.64 -0.99 -1.87 0.00
C -6.74 -1.79 -3.01 0.00
C -5.61 -2.43 -3.51 0.00
C -4.39 -2.26 -2.90 0.00
H -5.33 -0.20 -0.36 0.00
H -7.52 -0.51 -1.47 0.00
H -7.69 -1.90 -3.51 0.00
H -5.70 -3.07 -4.37 0.00
H -3.51 -2.74 -3.30 0.00
O -1.85 -0.94 2.76 0.00
N -2.49 -1.97 2.38 0.00
C -3.75 -1.87 1.91 0.00
C -4.48 -2.97 1.53 0.00
C -3.93 -4.24 1.65 0.00
C -2.64 -4.34 2.14 0.00
C -1.94 -3.21 2.48 0.00
H -4.14 -0.86 1.86 0.00
H -5.48 -2.84 1.16 0.00
H -4.50 -5.12 1.38 0.00
H -2.17 -5.31 2.28 0.00
H -0.93 -3.22 2.88 0.00
```

Computed properties:
Total energy: -97111.2225 eV
E_LUMO (spin up / spin down): 1.68 / 1.68 eV
Charge: -1
Gap between HOMO and LUMO (spin up / spin down): 0.1275 / 0.1668 hartree
Spin multiplicity: 2
Energy relative to the best compared isomer or geometry (same formula, charge and spin): 0.983 eV

8.
Computed, not measured: an isolated ion of composition C4H8N and charge +1 at a distorted geometry, with ωB97M-V/def2-TZVPD.

```
13
Properties=species:S:1:pos:R:3:mulliken_charge:R:1
C -2.38 0.09 0.19 -0.74
C -0.98 0.11 -0.56 0.02
N 0.17 -0.08 0.22 0.04
C 1.44 -0.74 -0.14 -0.34
C 1.44 0.70 0.20 -0.34
H -3.18 0.24 -0.37 0.31
H -2.32 -0.09 1.20 0.28
H -0.82 0.31 -1.56 0.46
H -0.07 -0.24 1.15 0.23
H 1.67 -1.06 -1.23 0.25
H 1.63 -1.63 0.39 0.28
H 1.92 0.88 1.12 0.30
H 1.47 1.50 -0.61 0.25
```

Computed properties:
Total energy: -5756.8211 eV
E_LUMO: -4.26 eV
Charge: +1
Gap between HOMO and LUMO: 0.3629 hartree
Energy relative to the best compared isomer or geometry (same formula, charge and spin): 3.043 eV

Which of these has the highest total energy? C4H8N

The lowest total energy belongs to which entry? C9H16AgCl8NiO7P

Look up the total energy of the seventh one. -97111.2225 eV